Below is an isolated ion of composition C5H12NO and charge +1, with properties calculated with ωB97M-V/def2-TZVPD.

Cartesian coordinates (Å):
C (1.66297, 0.95543, -0.02756)
C (0.51386, 0.47011, -0.44524)
C (0.96955, -1.92836, 0.27615)
C (-0.73620, 1.55216, -1.16840)
C (-0.03391, -0.96531, -0.19450)
N (-0.98943, -0.62565, 0.97441)
O (-1.72620, 1.72035, -0.11400)
H (2.27983, 0.17999, 0.39059)
H (1.96256, 1.96739, -0.18480)
H (1.54677, -1.46501, 1.11751)
H (1.80095, -2.05148, -0.50333)
H (0.63059, -2.96690, 0.64077)
H (-1.10214, 0.93344, -1.94146)
H (-0.42114, 2.49774, -1.50451)
H (-0.71591, -1.41301, -0.98739)
H (-1.82626, -1.22892, 1.02521)
H (-1.21587, 0.35812, 0.66379)
H (-0.67816, -0.64789, 2.03138)
H (-1.92185, 2.65779, -0.04862)

Forces on atoms 1 to 2 (eV/Å):
C -0.473 -1.470 -0.331
C -2.992 2.109 -2.380

## Properties
**E_tot**: -8908.42027 eV
**LUMO energy**: -3.20 eV
**Structure (SMILES)**: C=C(CO)[C@@H](C)[NH3+]
**Net charge**: +1
**HOMO**: -0.5309 Ha
**Max |F|**: 4.9 eV Å⁻¹
**Energy relative to the best compared isomer or geometry (same formula, charge and spin)**: 2.209 eV